(1)
ORCA calculation (ωB97M-V/def2-TZVPD) on a cluster of 2 separate species, C2Cl2N2O4 in total.

Computed properties:
- SMILES: O=[N+]([O-])C#[N+][O-].O=C(Cl)Cl
- HOMO level: -10.79 eV
- Multiplicity: 1
- Energy relative to the best compared isomer or geometry (same formula, charge and spin): 0.0 kJ/mol
- HOMO-LUMO gap: 9.6 eV

XYZ file:
```
10
Properties=species:S:1:pos:R:3:forces:R:3
O 1.990333 0.368342 0.124941 1.0 -0.3 0.2
N 0.989118 0.884214 -0.256310 -2.1 0.8 -0.2
O 0.619346 1.113539 -1.398443 0.7 -0.2 0.0
C 0.014534 1.268001 0.707472 -0.1 0.4 0.8
N -0.632777 1.416134 1.658642 2.1 -0.5 -2.0
O -1.247324 1.582621 2.631662 -1.4 0.3 1.5
O -0.960149 -1.217233 0.352592 0.7 -1.1 -2.6
C -0.531266 -1.615780 -0.706423 -0.3 0.7 1.9
Cl -1.229852 -1.332662 -2.264181 -0.2 -0.1 0.3
Cl 0.988037 -2.467177 -0.849953 -0.3 0.0 0.1
```
Positions in Å, forces in eV/Å.

***

(2)
ORCA calculation (ωB97M-V/def2-TZVPD) on a structure of composition H4N2O2P.

Computed properties:
- HOMO level: -4.46 eV
- Total charge: -1
- Multiplicity: 1
- Energy relative to the best compared isomer or geometry (same formula, charge and spin): 355.8 kJ/mol
- HOMO-LUMO gap: 9.0 eV

XYZ file:
```
9
Properties=species:S:1:pos:R:3:forces:R:3
N -1.585670 -0.058199 0.172273 0.9 -2.9 -1.2
N -0.409110 0.693930 0.041708 2.6 2.3 4.3
O 1.233713 -1.483224 -0.046047 -1.2 -0.1 -0.7
O 2.188407 0.814878 -0.007813 0.0 1.2 -0.3
P 1.088941 -0.056226 -0.492403 0.0 -0.9 -0.9
H -1.293450 -1.004379 0.398416 -0.1 -0.4 -0.2
H -2.354069 0.088763 0.788260 0.1 1.7 0.7
H 0.244842 0.919115 1.140484 -2.7 -0.6 -3.3
H 0.886398 0.085341 -1.994877 0.3 -0.3 1.6
```
Positions in Å, forces in eV/Å.

***

(3)
ORCA calculation (ωB97M-V/def2-TZVPD) on a cluster of 6 separate species, C47H101Cl2F3N5O6P2 in total.

Computed properties:
- HOMO level: -11.71 eV
- Total charge: +1
- Multiplicity: 1
- HOMO-LUMO gap: 7.9 eV

XYZ file:
```
166
Properties=species:S:1:pos:R:3:forces:R:3
N -4.489608 -1.043502 4.019993 0.3 0.0 -0.3
C -3.830404 0.010667 3.233860 0.0 -0.7 0.4
C -2.470391 -0.415902 2.627317 -0.3 0.5 -0.1
C -2.260270 0.043712 1.169969 -0.4 -0.2 0.1
C -1.827344 -1.044580 0.160023 0.2 0.2 0.5
C -0.320217 -1.168549 -0.210039 -0.4 0.2 -0.5
C -0.147091 -0.719996 -1.699633 -0.2 -0.4 0.2
C -0.653032 -1.571689 -2.849238 0.1 0.1 0.0
O -0.007896 -1.682791 -3.840458 0.3 -0.2 -0.4
O -1.862438 -2.198789 -2.721063 -0.4 0.3 0.1
C 0.658801 -0.252124 0.589266 0.1 0.7 -0.8
C 0.765537 1.218683 0.108216 -0.4 -0.4 0.1
P 1.392404 2.395889 1.325717 0.8 1.3 -0.6
O 2.788640 2.787207 1.107739 -0.2 -0.5 0.2
O 1.097076 1.815880 2.782696 -0.1 -0.3 0.0
O 0.387913 3.625837 1.175277 -0.3 -0.4 0.3
C 1.943086 -0.998479 0.314102 -0.5 0.0 0.4
Cl 3.422643 -0.232665 0.320327 0.4 0.0 0.0
N 1.763354 -2.227830 -0.019779 0.4 0.0 0.1
C 2.882897 -3.058353 -0.521330 0.2 0.1 -0.4
C 4.037479 -3.356860 0.455629 0.4 0.0 -0.3
C 4.171920 -4.782341 0.874215 -0.1 0.0 -0.1
F 4.329176 -5.000801 2.190707 -0.3 0.0 0.1
C 4.119821 -5.831879 0.074562 0.2 0.2 0.5
F 3.987862 -7.064047 0.487333 0.2 -0.4 0.1
F 4.153663 -5.757570 -1.240647 -0.3 0.2 -0.3
C 0.304270 -2.587264 0.088019 0.2 -0.1 0.7
C -0.191870 -3.696996 -0.838683 0.5 0.3 0.4
C 0.030382 -5.239094 -0.620681 -0.3 -0.4 -0.5
N 1.034138 -5.547203 0.370681 0.2 -0.1 0.0
N 0.517524 -5.844871 -1.865697 -0.1 0.0 0.3
N -1.289225 -5.849661 -0.376186 0.0 0.5 0.0
P -0.097460 -2.794208 1.995236 -0.1 0.3 0.0
O -0.919299 -4.188287 1.999863 -0.1 -0.3 -0.2
Cl 1.657624 -3.426458 2.819338 0.1 -0.1 -0.1
H -4.645402 -1.837446 3.407517 -0.2 -0.1 0.1
H -3.861156 -1.385587 4.739171 -0.1 0.1 0.1
H -3.693482 0.848252 3.912722 -0.1 0.3 -0.2
H -4.532191 0.269956 2.443672 0.0 0.3 0.0
H -1.686653 -0.004471 3.262453 0.2 -0.4 0.1
H -2.451496 -1.502042 2.676507 0.2 -0.1 0.1
H -3.238672 0.386038 0.831492 0.0 0.1 -0.2
H -1.627356 0.925957 1.134549 0.1 0.0 0.0
H -2.389014 -0.866035 -0.749175 0.1 -0.1 -0.2
H -2.211388 -1.996188 0.534700 0.0 -0.1 -0.1
H -0.684282 0.224370 -1.804066 0.0 0.1 0.0
H 0.888662 -0.514021 -1.960463 0.1 0.0 0.0
H -2.574238 -1.579239 -2.940342 -0.1 -0.2 -0.1
H 0.404981 -0.166191 1.644253 0.2 -0.6 0.2
H -0.223455 1.571191 -0.174597 -0.1 0.0 0.1
H 1.380257 1.328887 -0.782765 0.2 0.1 0.0
H 1.871738 1.993111 3.339946 -0.1 -0.1 0.1
H -0.058836 3.829372 2.007734 0.0 0.2 -0.1
H 2.487378 -3.964234 -0.959071 -0.3 0.0 0.2
H 3.293571 -2.477220 -1.347187 0.0 0.1 -0.1
H 4.958693 -3.063134 -0.051661 0.0 0.1 0.0
H 3.989842 -2.740484 1.346051 -0.1 -0.1 0.2
H -1.264059 -3.561780 -0.886050 -0.1 0.0 -0.2
H 0.220831 -3.466399 -1.819761 0.0 0.0 -0.1
H 0.622631 -5.669725 1.285577 0.0 0.3 0.1
H 1.406786 -6.462126 0.130850 0.0 0.0 0.0
H -0.034343 -5.539406 -2.657157 0.1 0.0 -0.1
H 1.493828 -5.634961 -2.029433 0.0 0.1 -0.1
H -1.320313 -6.292818 0.528499 0.0 -0.1 0.0
H -1.472388 -6.536160 -1.093810 0.0 -0.2 0.1
H -1.869894 -4.054396 2.107952 0.0 -0.1 0.1
C 7.521962 5.595610 -2.029730 0.0 -0.1 -0.1
C 6.666303 5.069676 -3.178795 0.0 0.1 0.0
C 5.203041 5.499715 -3.094604 0.0 0.0 0.0
C 4.458004 5.002623 -1.854164 0.0 0.0 0.0
C 4.448162 3.487242 -1.673392 -0.1 -0.1 0.0
C 3.749734 2.745922 -2.811876 0.1 0.0 0.1
H 7.184252 5.212604 -1.065397 0.0 0.0 0.0
H 8.563368 5.296899 -2.153694 0.0 0.0 0.0
H 7.490625 6.686023 -1.990024 0.0 0.0 0.0
H 6.737846 3.978862 -3.218635 0.0 0.0 0.0
H 7.078923 5.434750 -4.122355 0.0 0.0 0.0
H 4.681902 5.161800 -3.995759 0.0 0.0 0.0
H 5.152602 6.592397 -3.114097 0.0 0.0 0.0
H 3.424061 5.359906 -1.904745 0.0 0.0 0.0
H 4.887642 5.459889 -0.959232 0.0 0.0 0.0
H 3.936032 3.251451 -0.741390 0.1 0.0 0.0
H 5.470184 3.110920 -1.564813 0.0 0.0 0.0
H 2.715493 3.085428 -2.917831 0.0 0.0 0.0
H 3.731817 1.667833 -2.620585 0.0 0.0 0.0
H 4.252335 2.894971 -3.768603 0.0 0.0 0.0
C 1.446214 3.771576 -6.013104 -0.1 -0.1 0.0
C 1.569644 2.469285 -6.798953 0.0 0.0 0.1
C 2.995277 2.174828 -7.262084 0.0 0.0 0.0
C 3.588721 3.212859 -8.215768 0.0 0.0 0.0
C 2.784384 3.443515 -9.493750 0.1 -0.1 -0.1
C 2.663669 2.200078 -10.370130 -0.1 0.1 0.0
H 1.714750 4.638566 -6.617369 0.0 0.0 0.0
H 0.421418 3.919912 -5.667852 0.0 0.0 0.0
H 2.096212 3.758665 -5.135685 0.0 0.0 0.0
H 0.889961 2.491757 -7.654581 0.0 0.0 0.0
H 1.235057 1.640584 -6.167588 0.0 0.0 0.0
H 3.017602 1.188818 -7.734215 0.0 0.0 0.0
H 3.644944 2.100622 -6.383192 0.0 0.0 0.0
H 4.600743 2.895970 -8.485468 0.0 0.0 0.0
H 3.704101 4.166165 -7.692303 0.0 0.0 0.0
H 3.271453 4.234944 -10.068177 0.0 0.0 0.0
H 1.786375 3.817774 -9.249430 0.0 0.0 0.0
H 3.649736 1.826442 -10.652752 0.0 0.0 0.0
H 2.117159 2.423784 -11.286680 0.0 0.0 0.0
H 2.130518 1.395754 -9.860783 0.0 0.0 0.0
C -4.133404 -4.227240 5.668363 0.1 -0.1 0.0
C -4.945268 -5.226953 6.485973 0.0 0.0 -0.1
C -6.344417 -4.724140 6.835746 0.0 0.0 0.0
C -6.376153 -3.459559 7.695734 0.1 0.0 0.0
C -5.636392 -3.570770 9.027975 -0.1 0.0 0.0
C -6.212348 -4.634808 9.957873 0.1 0.0 0.0
H -3.961978 -3.302275 6.221773 0.0 0.0 0.0
H -3.156172 -4.642709 5.409008 0.0 0.0 0.0
H -4.654767 -3.978436 4.739511 0.0 0.0 0.0
H -4.395433 -5.484761 7.394262 0.0 0.0 0.0
H -5.042387 -6.154385 5.916057 0.0 0.0 0.0
H -6.889707 -5.525537 7.340004 0.0 0.0 0.0
H -6.893118 -4.526583 5.909378 0.0 0.0 0.0
H -7.420927 -3.201057 7.890088 0.0 0.0 0.0
H -5.963181 -2.620371 7.127863 0.0 0.0 0.0
H -5.683185 -2.600738 9.528705 0.0 0.0 0.0
H -4.574713 -3.771456 8.855874 0.0 0.0 0.0
H -7.264684 -4.437081 10.169378 0.0 0.0 0.0
H -5.678534 -4.648868 10.908408 0.0 0.0 0.0
H -6.136367 -5.634124 9.526817 0.0 0.0 0.0
C 3.463835 4.773440 3.922333 -0.1 -0.1 0.2
C 2.833252 4.530335 5.293583 0.0 0.0 -0.1
C 2.736565 5.786639 6.156388 0.0 0.0 0.1
C 4.081360 6.425509 6.505263 0.0 0.0 -0.1
C 5.060997 5.504458 7.230437 0.0 0.0 0.1
C 4.550670 5.015697 8.583162 0.1 0.0 -0.1
H 4.494687 5.116450 4.008738 0.0 0.0 0.0
H 3.476217 3.856965 3.331039 0.1 0.0 -0.1
H 2.901430 5.522656 3.361455 0.0 0.0 0.0
H 3.394132 3.753846 5.822227 0.0 0.0 0.0
H 1.819643 4.134059 5.155131 0.0 0.0 0.0
H 2.195738 5.545767 7.075376 0.0 0.0 0.0
H 2.124019 6.528548 5.634779 0.0 0.0 0.0
H 3.893301 7.304894 7.127737 0.0 0.0 0.0
H 4.555080 6.800802 5.594104 0.0 0.0 0.0
H 5.996143 6.048475 7.381033 0.0 0.0 0.0
H 5.309562 4.645507 6.600281 0.0 0.0 0.0
H 4.325879 5.857202 9.240815 0.0 0.0 0.0
H 5.298825 4.396526 9.078911 0.0 0.0 0.0
H 3.645153 4.415013 8.482202 0.0 0.0 0.0
C -7.887229 -3.681467 -4.693834 0.0 0.1 0.0
C -7.745844 -2.419889 -5.541090 0.0 -0.1 0.0
C -6.312707 -2.146398 -5.993925 0.0 0.1 0.0
C -5.316533 -1.911756 -4.858723 0.1 -0.1 0.1
C -5.670902 -0.762326 -3.914795 0.1 0.1 -0.1
C -5.722449 0.598950 -4.602301 0.0 0.0 0.1
H -7.322888 -3.610153 -3.762236 0.0 0.0 0.0
H -8.930516 -3.855513 -4.430072 0.0 0.0 0.0
H -7.530746 -4.557494 -5.239055 0.0 0.0 0.0
H -8.138422 -1.561838 -4.988404 0.0 0.0 0.0
H -8.372789 -2.519313 -6.429681 0.0 0.0 0.0
H -6.310534 -1.284601 -6.666291 0.0 0.0 0.0
H -5.960612 -2.991756 -6.591895 0.0 0.0 0.0
H -4.330525 -1.719144 -5.297085 0.0 0.0 0.0
H -5.210638 -2.829940 -4.272780 0.0 0.0 0.0
H -4.919838 -0.724244 -3.113745 0.0 0.0 0.0
H -6.624675 -0.960608 -3.420329 0.0 0.0 0.0
H -4.767964 0.833167 -5.078911 0.0 0.0 0.0
H -5.941162 1.390393 -3.884354 0.0 0.0 0.0
H -6.497211 0.631098 -5.367807 0.0 0.0 0.0
```
Positions in Å, forces in eV/Å.